Record 1
ORCA calculation (the ωB97M-V functional and the def2-TZVPD basis) on a structure of composition C9H27AlClIOP2S in a non-equilibrium geometry.

Structure (XYZ):
```
43
Properties=species:S:1:pos:R:3:forces:R:3
H -0.14872 -4.36717 0.15032 0.10 0.45 -0.39
H 0.90812 2.82618 1.06351 -0.20 0.15 -0.32
H -0.52246 -2.99908 -3.40932 -0.10 -0.23 0.03
C 0.16585 3.11543 0.30632 -0.04 -0.71 0.52
H -2.82506 0.54455 4.57763 0.09 0.13 -0.02
C 2.13698 -3.18591 -1.65904 0.02 0.52 -0.12
H 2.87144 2.87777 -0.74484 -0.10 0.03 -0.32
H -0.45712 -1.13600 4.85769 0.00 0.09 0.07
C 0.00319 -0.36373 4.23877 0.36 -0.11 0.23
H 2.03264 -4.24503 -1.92935 -0.01 0.31 0.12
I 1.27047 -0.13969 1.04565 0.31 0.31 0.00
H 2.15854 4.11653 -1.84545 0.04 -0.38 0.11
H -0.81915 2.79606 0.67209 0.19 0.15 -0.17
C -2.26493 1.14997 3.85904 -0.26 0.73 -0.22
P 0.57662 2.34806 -1.32317 0.28 1.80 -0.67
H 0.90095 -0.75702 3.74919 -0.33 0.07 0.21
O -1.97831 -1.20856 2.68226 0.61 1.00 -0.18
H -0.74824 -2.83064 0.82353 0.10 -0.17 -0.04
S -1.20660 0.02772 2.98893 -0.02 -1.53 0.06
Cl 0.72297 -0.13385 -4.27887 -0.23 0.15 1.25
C -0.49179 3.36909 -2.41765 -0.05 -0.54 -0.10
H -1.82879 -0.21172 -1.33335 0.42 0.08 -0.34
P 0.49984 -2.44927 -1.28445 0.24 -2.06 -0.78
H 0.95723 -3.26448 0.99784 -0.19 0.07 -0.25
H -1.64797 -3.32626 -2.06453 0.20 0.00 -0.10
H 2.78316 -3.08409 -0.78003 -0.03 0.00 -0.24
C 2.23971 3.04093 -1.62910 0.10 -0.41 -0.11
H -0.44391 2.97074 -3.43543 -0.06 0.22 0.04
H -1.63321 1.91003 4.33806 -0.26 -0.20 -0.08
C 0.09874 -3.30653 0.31611 0.00 0.73 0.46
H 0.16360 4.21445 0.21428 0.05 -0.45 -0.32
C -0.60634 -3.41195 -2.39905 -0.10 0.58 -0.18
H -1.37388 0.82883 0.04312 0.24 0.02 -0.23
H -0.14562 4.40834 -2.40663 -0.06 -0.23 0.03
C -1.12310 -0.09076 -0.48329 -1.73 0.12 0.34
H 2.56299 -2.62515 -2.49868 0.15 -0.31 0.11
H 0.25242 0.52538 4.82853 -0.08 -0.16 -0.19
H -0.31845 -4.47098 -2.40476 -0.01 0.32 0.07
Al 0.42388 -0.00223 -2.17392 -0.19 -0.51 1.38
H -1.34647 -0.92419 0.17493 0.19 -0.14 -0.06
H 2.67062 2.51568 -2.49214 0.09 0.32 0.19
H -2.94061 1.62311 3.13163 0.15 -0.21 0.32
H -1.52928 3.32543 -2.06636 0.16 0.01 -0.12
```
Forces are in eV/Å.

Computed properties:
Molecular weight ... 434.67 g mol⁻¹
Maximum force ... 2.21 eV/Å
Energy above the lowest of the compared OMol25 structures with the same formula, charge and spin ... 87.31 kJ/mol
HOMO level (spin up / spin down) ... -15.43 / -15.26 eV
E_LUMO (spin up / spin down) ... -9.25 / -9.79 eV
Gap between HOMO and LUMO (spin up / spin down) ... 6.19 / 5.47 eV
Net charge ... +2



Record 2
ORCA calculation (the ωB97M-V functional and the def2-TZVPD basis) on an isolated molecule of C5H6O2.

Structure (XYZ):
```
13
Properties=species:S:1:pos:R:3:forces:R:3
H 0.14186 0.71007 -1.66635 -0.51 0.60 0.27
H -1.30141 1.72397 0.65988 -0.01 -0.15 -0.13
C 1.62323 -0.35274 0.36457 -0.02 0.00 0.15
C 1.06958 -0.41667 -1.00677 0.28 -0.32 0.29
C 0.30725 -1.05690 0.13226 -0.09 -0.02 0.18
H -2.11790 0.93859 -0.71021 0.08 0.00 0.09
H 1.64970 0.60264 0.88448 -0.02 -0.15 -0.19
C -1.18639 0.97685 -0.13264 -0.21 -0.07 0.11
H 0.28282 -2.14398 0.19331 0.00 0.22 -0.11
H 2.48574 -0.98972 0.56162 -0.16 0.12 -0.08
O -1.86661 -0.94624 1.14766 0.50 0.28 -0.33
O -0.09177 1.36925 -0.92778 0.32 -0.45 -0.27
C -0.99608 -0.41510 0.49997 -0.17 -0.05 0.02
```
Forces are in eV/Å.

Computed properties:
Molecular weight ... 98.10 g mol⁻¹
Maximum force ... 0.83 eV/Å
Energy above the lowest of the compared OMol25 structures with the same formula, charge and spin ... 461.54 kJ/mol
HOMO level ... -9.44 eV
E_LUMO ... -0.30 eV
Gap between HOMO and LUMO ... 9.14 eV



Record 3
ORCA calculation (the ωB97M-V functional and the def2-TZVPD basis) on an isolated molecule of C2H2N4S2 in a non-equilibrium geometry.

Structure (XYZ):
```
10
Properties=species:S:1:pos:R:3:forces:R:3
H 2.20853 -0.98199 -0.21437 0.89 1.27 0.15
S -3.01058 -0.40169 -0.18529 0.00 0.17 0.11
N -0.68461 -1.61572 0.14466 1.67 -2.89 1.36
N 0.60352 -1.66796 0.30326 -2.23 0.89 -1.31
S -0.98550 2.62328 0.15963 1.15 -1.68 0.23
N 0.93864 0.74170 -0.04441 -0.69 -0.82 0.37
C -1.47924 -0.61479 0.16002 0.65 4.09 -0.24
N 1.30501 -0.61910 0.02839 0.55 0.27 0.06
H 1.40325 1.41023 -0.62393 1.32 -0.17 -0.63
C -0.29901 1.12604 0.27204 -3.30 -1.13 -0.10
```
Forces are in eV/Å.

Computed properties:
Molecular weight ... 146.20 g mol⁻¹
Maximum force ... 4.15 eV/Å
Energy above the lowest of the compared OMol25 structures with the same formula, charge and spin ... 354.66 kJ/mol
HOMO level (spin up / spin down) ... -8.05 / -8.05 eV
E_LUMO (spin up / spin down) ... -1.54 / -1.54 eV
Gap between HOMO and LUMO (spin up / spin down) ... 6.52 / 6.51 eV



Record 4
ORCA calculation (the ωB97M-V functional and the def2-TZVPD basis) on a structure of composition C25H16N4O4S2W.

Structure (XYZ):
```
52
Properties=species:S:1:pos:R:3:forces:R:3
C 4.51070 -2.58978 2.09698 0.02 0.02 0.00
H 3.55439 -4.47524 2.43287 0.01 0.00 0.00
C 3.04836 3.62139 -1.52538 -0.02 -0.03 0.01
H -4.25064 4.55436 -2.51649 0.00 0.00 0.00
C -1.26283 -2.77639 2.16440 -0.07 -0.04 0.04
C 2.08054 -1.81957 0.94535 0.00 0.11 -0.04
H 0.26514 3.50424 -3.44453 0.00 0.00 0.00
C -1.78896 -4.79671 0.37981 0.08 0.00 0.01
O 0.16838 -2.11665 -1.20356 -0.05 0.02 -0.01
C 0.97402 3.20774 -2.68307 -0.02 0.00 -0.01
C -2.27837 1.82247 -1.07769 0.00 0.06 0.15
H -1.97257 -5.57381 -0.34966 0.00 0.00 0.00
C -3.12014 2.77115 -2.89051 0.03 -0.06 0.02
C 2.91756 0.30512 0.33003 -0.03 0.05 0.00
C 2.85594 2.41223 -0.86769 -0.04 0.10 -0.07
H 2.19889 4.95298 -2.95701 -0.01 0.00 0.00
C -0.85197 -1.56331 2.94403 0.05 0.03 -0.02
H 1.42144 -3.81954 1.45872 0.01 -0.02 0.01
C 1.71358 1.63565 -1.06002 0.03 -0.07 0.06
O -0.40091 -4.04446 -2.25366 0.02 0.02 -0.02
H -3.17598 5.19466 0.75574 0.00 0.00 0.00
H -3.25769 2.77235 -3.96429 0.01 -0.01 0.00
C -1.03931 -3.68919 0.03829 -0.11 -0.04 -0.01
H 3.93492 4.21712 -1.35695 0.00 -0.01 0.01
H -2.88112 -5.71534 1.98417 0.00 0.00 0.00
H 5.21802 -0.62555 1.59858 0.00 0.00 0.00
H 5.44608 -2.89819 2.54243 0.00 -0.01 0.00
O -1.08710 -1.32161 4.07207 0.03 0.01 0.01
C -3.66708 3.75332 -2.08549 -0.01 0.03 -0.01
C -0.41370 -3.37621 -1.28633 0.02 0.03 -0.03
C 3.44381 -3.47374 2.03839 -0.06 -0.04 0.00
C -3.45843 3.68675 -0.70788 0.01 0.00 0.03
H -4.61467 5.43400 -0.25443 0.00 0.00 0.00
N 1.73022 0.45186 -0.28015 -0.01 -0.04 -0.10
C -2.02395 -3.84420 2.59597 0.06 0.01 0.00
C 3.17117 -0.94952 0.99639 0.10 -0.06 0.09
O -0.14088 -0.72932 2.10185 -0.07 0.03 0.09
H -2.39343 -3.87046 3.61215 0.00 0.00 0.00
C 0.78425 2.00898 -2.02053 0.02 -0.01 -0.02
W 0.23734 -0.94821 0.26532 -0.01 -0.35 0.16
C 2.22494 -3.09551 1.47735 0.04 0.05 -0.01
N -0.81121 -2.72132 0.91730 0.02 0.10 -0.03
C 2.07820 4.02133 -2.42222 0.01 0.02 -0.01
C 4.38233 -1.31392 1.57033 -0.04 0.01 -0.01
H -0.02728 1.35805 -2.30915 0.03 0.02 -0.01
S 3.98146 1.59936 0.17359 0.02 -0.06 0.08
N -2.39852 1.76344 -2.37958 -0.06 0.07 -0.01
S -1.40988 0.40859 -0.34293 -0.05 0.02 -0.20
C -2.28614 -4.86392 1.68144 0.01 0.01 0.00
C -4.00040 4.69197 0.24844 0.00 0.00 0.00
H -4.59270 4.18964 1.01314 0.00 0.00 0.00
N -2.73585 2.67293 -0.19594 0.02 0.01 -0.11
```
Forces are in eV/Å.

Computed properties:
Molecular weight ... 684.40 g mol⁻¹
Maximum force ... 0.38 eV/Å
Energy above the lowest of the compared OMol25 structures with the same formula, charge and spin ... 72.60 kJ/mol
HOMO level ... -14.54 eV
E_LUMO ... -8.64 eV
Gap between HOMO and LUMO ... 5.91 eV
Net charge ... +2



Record 5
ORCA calculation (the ωB97M-V functional and the def2-TZVPD basis) on a cluster of 3 separate species, C29H37F13N2O7P2 in total in a non-equilibrium geometry.

Structure (XYZ):
```
90
Properties=species:S:1:pos:R:3:forces:R:3
H -4.46261 -2.42595 -1.91777 0.00 -0.28 -0.69
F 1.94979 5.01484 2.59355 -0.64 -1.21 0.19
F -0.79314 3.52144 3.22648 1.08 0.52 0.11
C 1.70271 -2.11737 -0.47456 -1.17 -0.40 -0.91
C -0.10791 5.42381 4.46616 -1.65 0.42 1.07
H 2.05240 -9.05464 -0.80422 -0.03 0.02 -0.03
O -0.98598 -4.48743 -0.68662 -0.52 0.64 0.02
N -6.15889 -2.74711 -4.91106 -0.10 0.22 1.07
F 3.15546 2.44740 0.30751 -0.08 -0.06 1.33
C 1.27605 -7.00326 -0.94244 -0.19 0.04 0.24
C 0.83314 -8.64758 -2.57561 -0.24 -0.07 -0.06
H 1.61874 -0.92778 3.83291 0.08 -0.23 0.26
H -6.67470 -3.29154 -2.91037 0.46 0.61 -0.43
N 0.32891 -3.49561 0.94346 1.07 0.82 0.78
O 1.63977 -1.77203 4.31923 -1.83 0.26 -0.49
C -2.21652 -1.65370 -2.93824 0.47 0.04 -0.28
H -6.44569 -1.53257 -3.13770 0.49 -0.70 -0.44
H -1.09561 11.36335 -0.20272 0.00 0.07 0.07
C 0.26738 -2.04659 -2.53956 0.82 -0.53 0.73
O -2.20005 9.64632 -0.42595 0.17 -0.02 0.22
H -3.95612 -0.98509 -4.14924 0.43 -0.59 0.17
F 5.19164 1.07439 1.50813 -1.09 0.38 0.64
H 2.00783 -6.35829 -0.45373 -0.01 -0.02 -0.01
C -1.08749 10.15743 1.60212 -0.16 0.04 0.27
H -3.15734 -2.49004 -4.75223 -0.45 0.39 0.72
F -0.36494 6.29676 3.46690 0.91 -0.82 0.81
H -5.78279 -1.91192 -5.35809 0.06 -0.48 -0.16
C -3.48772 -1.94716 -3.83096 0.04 0.13 0.93
F 0.94463 2.72814 1.21586 0.69 0.44 1.26
C 0.53770 -2.58385 -1.23765 1.72 1.16 -0.27
H 1.04872 -0.62315 -4.04122 0.02 -0.32 0.72
O 2.52131 -3.21714 1.62379 0.33 0.50 -0.13
C 3.24781 2.41242 1.68744 1.31 -0.48 -0.61
H -1.16896 7.88782 -0.79510 -0.08 0.07 -0.04
C 1.87349 -8.26667 -1.53602 0.30 -0.04 -0.09
H -2.43276 -1.81009 -1.84749 0.11 0.03 -0.96
H -0.22972 -5.75259 -1.90465 0.16 -0.40 -0.34
H -1.89724 -0.57913 -3.02314 -0.32 -0.90 -0.05
F 1.33921 1.52291 2.99377 0.89 0.83 -0.44
C -1.57220 8.44996 0.04933 -0.26 -0.07 -0.03
H -1.82342 9.91392 2.37393 0.03 0.04 -0.01
F 0.30987 3.18364 5.09306 -0.06 0.79 -1.02
C -0.96510 -2.53699 -3.34338 0.23 1.13 -0.25
O 0.23843 -7.42654 -3.03124 0.22 -0.07 0.19
H -2.65006 11.35616 0.65485 -0.03 -0.06 -0.09
C 1.65995 3.84500 3.26558 0.73 1.41 0.18
H 1.35613 -5.73216 -2.70184 0.06 0.06 0.06
H 0.50718 -7.26382 -0.20950 0.03 0.07 0.00
P 0.28594 -2.69542 4.06215 1.59 -2.04 2.36
F 4.05452 0.81138 3.37948 -0.55 0.70 -0.98
C -1.78326 10.74903 0.38862 0.05 0.11 -0.25
O 0.64558 -4.09924 4.35747 -0.51 1.02 -0.91
C -0.49725 8.88089 1.03176 0.30 -0.05 -0.11
H 2.12431 0.07797 1.17144 0.89 -0.27 0.33
F -1.28970 5.30148 5.15218 1.04 -0.09 -0.66
C 3.79170 -0.63557 -0.03328 -1.29 -0.73 -0.28
H 2.82346 -8.03327 -2.02587 -0.02 -0.04 0.02
H -5.55079 -3.54756 -5.10774 -0.27 0.48 -0.35
F 0.78232 5.89611 5.36046 -0.33 -0.27 -1.37
H 4.42889 -1.53411 0.14080 -0.08 0.93 -0.30
C 0.25362 3.97818 3.96499 -0.34 -0.82 0.94
C -0.19321 -3.65069 -0.39576 0.45 1.46 -0.03
H -0.28189 -1.14706 1.66713 0.53 -0.30 0.19
C -4.54969 -2.74256 -2.98488 -0.20 0.06 0.05
C 3.19653 -0.20613 1.35941 -0.69 0.97 0.12
C 0.63607 -6.35923 -2.15918 0.01 0.03 -0.40
C 2.60216 -1.10331 -0.93017 -0.79 -0.60 -0.83
F 2.58536 3.78699 4.27755 -0.84 -0.54 -1.07
P -0.57459 -2.49553 2.05707 -1.87 -0.46 -0.41
O -0.88019 -2.26609 5.17665 1.65 1.03 -1.71
H 3.19128 -1.02765 2.11427 0.23 0.54 -0.76
C 2.32808 -0.55808 -2.25575 -1.16 -1.63 0.95
H 1.26340 -9.18403 -3.42362 -0.07 0.06 -0.03
C 1.67868 -2.95281 0.82370 -0.33 0.27 -1.07
C -6.04094 -2.53288 -3.43713 0.48 -0.63 -0.02
F 4.14368 3.38238 2.02630 -1.20 -0.46 0.12
H -4.30257 -3.83780 -3.02404 -0.27 0.86 0.09
H -2.33817 7.83975 0.54040 0.06 -0.08 0.01
H -0.56921 -1.45670 5.62315 -0.37 -0.26 0.02
H 3.01698 0.20542 -2.66199 -0.61 -0.51 0.19
H -1.17094 -3.62404 -3.22375 0.26 0.78 0.16
H 4.30218 0.17942 -0.58907 -0.09 -0.61 0.73
H -0.34686 10.82853 2.03744 -0.03 -0.01 -0.04
C 1.19855 -1.04453 -3.02892 0.45 -0.20 1.31
H -0.27937 8.12311 1.78341 -0.02 0.03 -0.04
C 1.79801 2.62666 2.28624 -0.97 -0.34 -0.32
H 0.04136 -9.26502 -2.13798 0.07 -0.08 0.01
H -0.74070 -2.35386 -4.42895 -0.27 -0.19 0.88
C 3.89596 1.02050 2.02783 1.17 -1.45 -0.74
H 0.42944 9.10745 0.49650 -0.02 -0.04 0.02
```
Forces are in eV/Å.

Computed properties:
Molecular weight ... 834.54 g mol⁻¹
Maximum force ... 3.50 eV/Å
HOMO level ... -9.25 eV
E_LUMO ... -1.09 eV
Gap between HOMO and LUMO ... 8.16 eV



Record 6
ORCA calculation (the ωB97M-V functional and the def2-TZVPD basis) on a cluster of 5 separate species, C19H39NO3S2 in total in a non-equilibrium geometry.

Structure (XYZ):
```
64
Properties=species:S:1:pos:R:3:forces:R:3
H 1.89302 1.31559 -4.16356 -0.73 -1.20 1.53
C 4.01402 3.37859 0.00044 3.28 -1.42 -3.23
H 2.86902 -2.50841 2.19944 0.86 -0.12 0.19
S 2.72502 -1.76041 -0.12056 2.30 0.89 1.36
H -2.66298 -4.48541 3.68444 2.48 2.24 0.68
O -0.54098 0.23359 -2.99856 -0.39 0.21 -0.03
H 0.57802 3.10559 -1.23456 -0.10 0.61 -0.46
H -3.29498 -1.84941 3.00444 0.80 -0.18 -0.03
C -2.45798 -2.17741 2.35244 -4.11 -4.21 -2.01
H -1.59798 -0.72341 1.91544 1.41 4.82 0.82
C 1.89802 1.29959 -3.00656 -5.59 3.99 -6.07
N -3.21398 -0.67441 0.47744 0.23 3.22 -2.74
H 3.86502 1.31959 0.12344 -0.63 -2.57 1.35
H 2.12302 -3.71941 1.09844 -0.12 -2.51 -0.39
H -4.79298 1.93159 1.11044 -1.27 -0.69 -0.07
C -2.17598 -1.26241 1.28544 2.23 -0.64 -2.47
H -0.10698 3.15259 -3.02356 0.63 0.63 -0.25
H -4.07298 -2.41341 -0.04656 -0.64 -1.79 0.76
O 4.10102 -2.25341 -0.46456 -0.27 -0.02 -0.78
H -0.61098 -3.40741 2.31244 -1.19 1.78 0.26
C -3.80798 1.47059 -0.57956 1.52 0.45 0.59
H 0.64302 -2.05941 -1.36256 -1.57 1.63 0.57
C 2.27802 -2.73741 1.33944 0.55 3.04 -0.44
H -4.09798 0.02659 2.21444 -0.08 0.80 -0.80
C 5.35902 4.26759 -1.83956 2.00 -2.20 -2.17
C -3.68998 -1.61541 -0.58856 4.38 -1.52 -0.21
H -2.26098 -3.14641 4.75444 -1.11 1.32 2.45
C -1.69598 -3.69741 4.10644 -2.46 -5.59 -1.89
H 5.59402 5.05259 -2.52656 0.28 0.52 -0.22
H -3.41998 2.50259 -0.35356 -0.81 -0.84 -0.12
H 5.74802 0.82959 -1.37956 0.75 -0.94 -0.84
H -2.66298 -3.17041 1.94644 -2.25 -0.11 -0.53
S 0.40402 0.99959 -2.11856 -0.30 -0.27 -0.05
H -1.94398 1.33259 0.29944 -0.44 -2.48 0.67
H 3.24202 3.55059 0.68844 -0.91 0.16 0.95
H -5.10798 -1.16041 1.37944 1.48 3.00 -1.01
H -0.71398 -2.00441 3.46344 1.05 0.72 0.00
H -5.91298 1.26159 -0.10656 -1.24 -1.01 0.08
C 1.53502 -2.54741 -1.13156 1.17 2.67 -3.28
C 4.44002 4.47759 -0.87756 -2.21 -2.98 3.85
H 2.11502 2.30059 -2.99456 1.20 2.51 1.43
H -1.15998 -4.62541 4.65844 -0.08 2.98 -1.50
H -1.34398 -1.42641 0.53644 -0.76 -0.94 0.86
H 1.41302 -2.17841 1.48044 -2.46 0.47 0.90
H -4.34798 -1.39641 -1.34056 -2.22 2.13 -1.12
H 1.89302 -2.64641 -2.15256 0.79 -0.69 0.17
H -1.88998 0.30259 -0.98556 1.03 -1.42 -2.45
C -4.39398 -0.13341 1.15744 -3.23 -3.58 2.32
H 1.19902 1.10059 0.81344 -2.11 -2.27 0.29
C -2.57898 0.57159 -0.28256 -1.97 2.86 3.76
H -1.12398 2.72659 -1.71056 0.20 0.11 0.36
C 5.95802 2.96859 -2.12256 -2.49 -0.84 3.55
C 5.47202 1.84159 -1.27356 -0.05 2.72 -0.03
C -1.30498 -2.73341 2.95044 5.08 -3.24 3.38
H -2.82398 -1.97641 -1.26056 -0.76 0.53 1.62
H 1.33602 -3.35141 -0.61656 -1.21 -4.96 1.63
C -0.07598 2.74159 -2.02956 -1.14 -1.28 0.33
H 2.49502 0.69159 -2.64456 6.39 -5.34 3.06
C 4.55702 2.00259 -0.19556 -0.27 6.44 -2.66
H -3.88598 1.49359 -1.62656 -1.42 -0.28 -1.49
H 3.85602 5.34559 -0.62856 0.45 0.81 -0.66
O 0.46302 0.36759 0.89444 1.47 1.88 -0.04
H 6.71902 2.79459 -2.87956 -0.34 0.19 0.10
C -5.01198 1.08359 0.41944 4.91 1.81 0.18
```
Forces are in eV/Å.

Computed properties:
Molecular weight ... 393.66 g mol⁻¹
Maximum force ... 9.16 eV/Å
Energy above the lowest of the compared OMol25 structures with the same formula, charge and spin ... 162.79 kJ/mol
HOMO level ... -6.36 eV
E_LUMO ... 0.09 eV
Gap between HOMO and LUMO ... 6.45 eV